Arrangement i

C8H15NO | wB97M-V/def2-TZVPD

Values from the calculation:
charge	0
HOMO energy (alpha / beta)	-6.747 / -6.751	eV
spin multiplicity	1

Cartesian coordinates (Å):
C 0.2856 0.3483 1.4015
C 0.6187 -0.1202 -0.7373
C -0.6092 -0.6621 -0.8104
C 0.5502 -1.6126 -0.7578
C -0.5077 -0.6469 2.2063
C -0.3565 1.7065 1.3175
C 1.7423 0.3731 1.7837
C -0.6085 -0.4964 -3.0750
N -1.4284 0.4184 -3.6533
O -0.0097 -1.3270 -3.7232
H 1.1981 0.7112 -1.0985
H -1.6402 -0.5406 -0.5301
H -1.5807 0.4120 -4.6575
H -1.9113 1.1065 -3.1044
H 0.7822 -2.1625 0.1487
H 0.8029 -2.1452 -1.6697
H -0.4904 -0.3836 3.2751
H -0.0882 -1.6529 2.1396
H -1.5567 -0.6825 1.9078
H -1.3883 1.6418 0.9650
H 0.2027 2.3775 0.6620
H -0.3874 2.1916 2.3044
H 2.3078 1.0960 1.1933
H 2.2052 -0.6101 1.6733
H 1.8675 0.6598 2.8390



Arrangement ii

C8H15NO | wB97M-V/def2-TZVPD

Values from the calculation:
charge	0
HOMO energy (alpha / beta)	-7.392 / -7.391	eV
spin multiplicity	1

Cartesian coordinates (Å):
C 1.0222 0.0020 -0.5990
C 0.1820 -1.3790 -0.1175
C -0.3962 0.8588 -0.4871
C 1.8363 0.7684 0.2201
C -2.3749 -0.8509 -0.2805
C -0.8846 1.3117 -1.8451
C 1.9890 0.8233 1.6926
C -1.0121 -0.4320 0.2906
N 0.5753 -2.1337 0.9948
O -0.9812 -0.2423 1.6076
H 1.3198 -0.0101 -1.6454
H 0.0020 -1.9295 -1.0447
H -0.3914 1.6631 0.2459
H 2.4702 1.4721 -0.3168
H 0.1302 -1.4884 1.8438
H 1.5408 -2.4344 0.9829
H -3.1138 -0.0859 -0.0420
H -2.6673 -1.7804 0.2080
H -2.3478 -1.0185 -1.3582
H 1.8072 1.8396 2.0584
H -0.2489 2.1024 -2.2493
H -0.9016 0.4954 -2.5677
H -1.9023 1.6949 -1.7489
H 3.0360 0.5894 1.9433
H 1.3109 0.1639 2.2140



Which structure is most stable? arrangement ii, by 87.6 kJ/mol over the runner-up.



Arrangement i

C2H2FP | wB97M-V/def2-TZVPD

Values from the calculation:
charge	0
HOMO energy (alpha / beta)	-9.697 / -9.697	eV
spin multiplicity	1

Cartesian coordinates (Å):
C 1.1792 -0.5106 -0.7953
C 0.0426 -0.0809 -0.6200
F -2.8067 -0.9661 -0.0346
P -2.4730 0.5860 -0.2757
H 2.1690 -0.6121 -0.7759
H -1.8812 0.8516 0.8939



Arrangement ii

C2H2FP | wB97M-V/def2-TZVPD

Values from the calculation:
charge	0
HOMO energy (alpha / beta)	-8.767 / -8.770	eV
spin multiplicity	1

Cartesian coordinates (Å):
C 1.2004 -0.4499 -0.7370
C -1.4214 0.8638 0.6142
F 2.4086 -0.6163 -0.2059
P -0.0642 0.7846 -0.0813
H 0.3187 -0.9413 -0.3497
H -2.4421 0.3591 0.7598



Which structure is most stable? arrangement i, by 268.9 kJ/mol over the runner-up.



Arrangement i

C4H25NO10 | wB97M-V/def2-TZVPD

Values from the calculation:
charge	0
structure (SMILES)	C[C@@H](O)CC(N)=O.O.O.O.O.O.O.O.O
HOMO energy	-9.620	eV
spin multiplicity	1

Cartesian coordinates (Å):
C -2.5467 0.7112 -0.2290
C -1.1375 0.6681 0.3630
O -0.0918 0.2932 -0.5759
C -0.8987 2.0484 0.9930
C 0.3125 2.2073 1.9197
N 1.4182 2.8418 1.3882
O 0.2491 1.8833 3.1069
H -3.2467 0.3380 0.5181
H -2.9383 1.7113 -0.4006
H -2.7665 -0.0100 -1.0383
H -1.0271 -0.1477 1.0575
H -0.4315 0.2207 -1.4375
H -1.0075 2.8440 0.2515
H -1.7137 2.1770 1.7023
H 1.5315 2.9121 0.3950
H 2.2348 2.9210 1.9144
O 1.1131 -1.8612 -1.9889
H 1.2104 -2.8290 -1.9903
H 0.3371 -1.7807 -2.5295
O 3.6687 1.4475 -1.7831
H 3.5639 0.4892 -1.9742
H 4.2886 1.7592 -2.3997
O -2.9257 -0.8536 2.8324
H -2.5151 -1.4533 3.4202
H -3.0765 -1.2320 1.9682
O -0.2131 -4.1781 -0.9465
H -0.1218 -3.3518 -0.4333
H 0.0154 -4.7884 -0.2721
O 1.8870 -1.6171 0.6768
H 2.4201 -0.8809 0.8446
H 1.5291 -1.4349 -0.2035
O -1.5810 -1.4359 -2.8719
H -1.5708 -1.1097 -3.7249
H -2.1769 -2.2238 -2.7016
O 0.0067 -2.6354 2.9528
H -0.1267 -1.7132 3.2553
H 0.1966 -2.4777 2.0347
O 2.1653 3.8090 -1.5108
H 2.7035 3.0535 -1.4040
H 1.2617 3.6786 -1.1792



Arrangement ii

C4H25NO10 | wB97M-V/def2-TZVPD

Values from the calculation:
charge	0
structure (SMILES)	CCC(=O)NCO.O.O.O.O.O.O.O.O
HOMO energy	-9.670	eV
spin multiplicity	1

Cartesian coordinates (Å):
C -2.4905 -2.7538 -0.2674
C -2.0586 -1.3369 -0.2992
C -1.2272 -0.8978 -1.4824
O -0.6569 -1.5885 -2.3444
N -1.0475 0.4866 -1.4881
C -1.6559 1.4514 -0.5719
O -1.1055 1.5103 0.7752
H -1.5894 -3.3471 -0.2104
H -2.9958 -3.1549 0.5828
H -2.9218 -2.9691 -1.2614
H -1.5443 -0.9358 0.6194
H -3.0323 -0.8247 -0.3786
H -0.5662 0.7157 -2.3481
H -1.7024 2.4029 -0.9755
H -2.6219 1.0292 -0.3184
H -0.1733 1.6901 0.7480
O -1.4135 0.0423 4.1533
H -0.5650 -0.1292 3.9814
H -1.5277 0.9812 3.5559
O 0.6354 -1.1183 2.7231
H 0.8826 -0.9965 1.7693
H 0.2292 -1.8737 2.9753
O 2.1663 3.0954 -0.9208
H 2.9657 3.5104 -1.1693
H 1.9703 2.3141 -1.5052
O 0.3994 2.0687 3.0353
H 1.0434 1.5028 2.8412
H 0.6556 2.8868 2.5891
O 1.5995 -2.6144 -0.1540
H 2.1462 -3.5055 -0.2219
H 0.8246 -2.8081 -0.7595
O 1.7352 1.5426 0.9112
H 2.0776 2.3349 0.5703
H 1.8963 0.9508 0.1994
O 2.1933 -0.2166 -1.0518
H 1.7057 -0.1902 -1.9059
H 2.0675 -1.1616 -0.6835
O 1.1974 0.8885 -3.6538
H 0.8538 -0.0169 -3.6207
H 1.6506 1.0347 -4.4378



Which structure is most stable? arrangement i, by 121.4 kJ/mol over the runner-up.



Arrangement i

C2H4NO3P | wB97M-V/def2-TZVPD

Values from the calculation:
charge	-2
structure (SMILES)	[O-]N1C[C@@H]1P([O-])O
HOMO energy	1.612	eV
spin multiplicity	1

Cartesian coordinates (Å):
O -1.3972 1.5323 -1.0155
N -0.3473 1.0663 -0.2709
C -0.6173 0.0748 0.7496
C 0.1014 -0.3075 -0.4900
P 1.8679 -0.9461 -0.3405
O 1.7058 -2.3595 0.1488
O 2.1489 -1.0946 -2.0489
H -1.5771 -0.4136 0.9260
H -0.1533 0.4480 1.6956
H -0.3079 -1.0131 -1.1908
H 1.6067 -0.3198 -2.3411



Arrangement ii

C2H4NO3P | wB97M-V/def2-TZVPD

Values from the calculation:
charge	-2
structure (SMILES)	[O-]N1C[C@@H]1P([O-])O
HOMO energy	1.632	eV
spin multiplicity	1

Cartesian coordinates (Å):
O 2.3231 -0.1123 -0.7168
N 1.1531 -0.6267 -0.3548
C 0.8465 -0.5780 1.1697
C 0.2104 0.3442 0.0538
P -1.5644 0.0877 -0.0800
O -2.2054 1.4164 0.2800
O -1.8113 0.1009 -1.9113
H 1.4468 -0.2286 1.9826
H 0.2565 -1.3212 1.5629
H 0.3887 1.3920 0.1891
H -1.0440 -0.4744 -2.1753



Which structure is most stable? arrangement i, by 33.8 kJ/mol over the runner-up.



Arrangement i

C18H20IO6Pt | wB97M-V/def2-TZVPD

Values from the calculation:
charge	+1
HOMO energy	-11.110	eV
spin multiplicity	1

Cartesian coordinates (Å):
Pt -0.2595 0.4908 -0.4861
C 0.7042 1.5220 3.7455
C 0.0028 0.2949 3.1815
C -0.2788 -0.6984 4.3093
O 0.7959 -0.3322 2.1553
C -1.3371 0.6973 2.5568
O -2.1057 1.4073 3.1293
O -1.5939 0.2146 1.3170
H 1.6487 1.2206 4.2031
H 0.0788 1.9784 4.5091
H 0.8912 2.2821 2.9869
H 0.6656 -1.0441 4.7294
H -0.8526 -1.5604 3.9645
H -0.8637 -0.2090 5.0862
H 1.6986 0.0005 2.2131
I -0.6576 0.3950 -2.9491
C 0.5880 2.0125 -3.3672
C 0.7432 2.5522 -4.6041
C 1.6490 3.6293 -4.7361
C 2.3595 4.0798 -3.6606
C 2.2071 3.4982 -2.3772
C 2.9580 3.9150 -1.2519
C 2.7834 3.3056 -0.0443
C 1.8335 2.2691 0.1076
C 1.0734 1.8582 -0.9473
C 1.2715 2.4477 -2.2231
H 0.2050 2.1829 -5.4663
H 1.7789 4.0877 -5.7066
H 3.0601 4.8967 -3.7778
H 3.6741 4.7183 -1.3665
H 3.3646 3.6149 0.8140
H 1.7026 1.8115 1.0826
C -1.9274 -4.1109 -0.4918
C -1.6748 -3.1296 0.6016
C -1.0746 -3.5905 1.8858
O -1.9237 -1.9364 0.4019
C 2.3755 -2.7727 -0.1801
O 2.4519 -3.8994 0.0709
O 2.2599 -1.6447 -0.4250
H -2.8593 -4.6402 -0.2632
H -1.1460 -4.8666 -0.5306
H -2.0548 -3.6038 -1.4440
H -1.8869 -3.8026 2.5895
H -0.4436 -2.8108 2.3078
H -0.5199 -4.5151 1.7477
H -1.7000 -0.9153 1.1680



Arrangement ii

C18H20IO6Pt | wB97M-V/def2-TZVPD

Values from the calculation:
charge	+1
HOMO energy	-11.034	eV
spin multiplicity	1

Cartesian coordinates (Å):
Pt -0.5248 -1.0333 0.0275
C -0.4468 -2.6933 3.7688
C 0.4580 -1.7281 3.0256
C 1.3864 -0.9606 3.9483
O -0.3411 -0.7524 2.2835
C 1.3142 -2.5128 1.9851
O 1.8110 -3.5586 2.2184
O 1.5011 -1.9139 0.7360
H -1.0644 -2.1564 4.4920
H 0.1563 -3.4224 4.3039
H -1.0900 -3.2335 3.0668
H 0.8131 -0.3586 4.6542
H 2.0457 -0.3019 3.3837
H 1.9913 -1.6643 4.5176
H -1.0538 -0.3856 2.8278
I -0.3376 -0.5173 -2.4470
C -2.3229 0.1097 -2.5857
C -2.8619 0.5575 -3.7503
C -4.2254 0.9221 -3.7506
C -4.9729 0.7984 -2.6167
C -4.4073 0.3168 -1.4109
C -5.1793 0.1349 -0.2416
C -4.6038 -0.3750 0.8791
C -3.2237 -0.6871 0.9117
C -2.4165 -0.5000 -0.1923
C -3.0299 -0.0186 -1.3821
H -2.2770 0.6317 -4.6572
H -4.6730 1.2866 -4.6650
H -6.0240 1.0577 -2.6280
H -6.2333 0.3806 -0.2619
H -5.2028 -0.5500 1.7637
H -2.8295 -1.1099 1.8254
C 3.8061 1.9404 -1.3973
C 3.3597 1.1831 -0.1893
C 3.7901 1.7061 1.1485
O 2.7453 0.1389 -0.2858
C 0.4827 2.9740 0.5870
O 1.4618 3.5851 0.4772
O -0.5108 2.3918 0.7063
H 4.9007 1.9248 -1.3872
H 3.5034 2.9868 -1.3333
H 3.4311 1.4942 -2.3131
H 4.7075 1.1616 1.3959
H 3.0456 1.4904 1.9154
H 3.9980 2.7717 1.1434
H 2.0672 -1.1003 0.6549



Which structure is most stable? arrangement ii, by 109.1 kJ/mol over the runner-up.